(1)
Below is a cluster of 2 separate species, CH6O in total in a non-equilibrium geometry, with properties calculated with the ωB97M-V functional and the def2-TZVPD basis.

Output
- relative energy (zero: lowest compared OMol25 entry of this formula, charge and spin) (kcal/mol) = 3.21
- SMILES = C.O
- multiplicity = 1
- gap between HOMO and LUMO (eV) = 12.5

```
8
CH6O | the OMol25 dataset | the ωB97M-V functional and the def2-TZVPD basis
C 0.000 0.000 0.000
H -0.911 -0.049 -0.614
H 0.526 -0.965 -0.047
H 0.657 0.795 -0.381
H -0.272 0.219 1.043
O -1.096 -0.376 -2.795
H -1.305 -0.892 -1.984
H -1.613 -0.814 -3.509
```

Atomic partial charges in e from the natural (NBO) method, atoms 1 to 5: C -0.84; H 0.19; H 0.21; H 0.22; H 0.21

---

(2)
Below is a cluster of 2 separate species, CH6O2 in total in a non-equilibrium geometry, with properties calculated with the ωB97M-V functional and the def2-TZVPD basis.

Output
- relative energy (zero: lowest compared OMol25 entry of this formula, charge and spin) (kcal/mol) = 26.62
- SMILES = CO.O
- multiplicity = 1
- gap between HOMO and LUMO (eV) = 10.1

```
9
CH6O2 | the OMol25 dataset | the ωB97M-V functional and the def2-TZVPD basis
C -1.027 0.188 1.210
O 0.120 0.650 0.923
H -1.345 0.441 2.200
H -1.920 0.410 0.503
H -0.901 -0.912 1.588
H 0.405 0.213 0.068
O 1.190 -0.197 -1.968
H 1.626 0.142 -2.808
H 1.851 -0.935 -1.717
```

Atomic partial charges in e from the natural (NBO) method, atoms 1 to 5: C -0.23; O -0.70; H 0.17; H 0.15; H 0.13

---

(3)
Below is a cluster of 2 separate species, CH6O2 in total in a non-equilibrium geometry, with properties calculated with the ωB97M-V functional and the def2-TZVPD basis.

Output
- relative energy (zero: lowest compared OMol25 entry of this formula, charge and spin) (kcal/mol) = 22.36
- SMILES = CO.O
- multiplicity = 1
- gap between HOMO and LUMO (eV) = 11.3

```
9
CH6O2 | the OMol25 dataset | the ωB97M-V functional and the def2-TZVPD basis
C -1.094 -0.146 0.728
O -0.261 -0.944 -0.019
H -1.879 0.104 0.156
H -0.547 0.754 1.109
H -1.538 -0.559 1.606
H -0.485 -1.818 0.431
O 1.736 0.915 -1.756
H 1.402 1.127 -0.823
H 2.664 0.567 -1.433
```

Atomic partial charges in e from the natural (NBO) method, atoms 1 to 5: C -0.24; O -0.70; H 0.16; H 0.15; H 0.16

---

(4)
Below is a structure of composition CH6O2 in a non-equilibrium geometry, with properties calculated with the ωB97M-V functional and the def2-TZVPD basis.

Output
- expectation value of S² = 0.761
- relative energy (zero: lowest compared OMol25 entry of this formula, charge and spin) (kcal/mol) = 70.27
- total charge = +1
- multiplicity = 2
- gap between HOMO and LUMO (spin up / spin down) (eV) = 8.3 / 5.5

```
9
CH6O2 | the OMol25 dataset | the ωB97M-V functional and the def2-TZVPD basis
C -1.343 0.183 0.041
O -0.612 -0.462 -0.824
H -0.353 0.561 0.902
H -1.925 -0.307 0.842
H -1.887 1.246 -0.148
H 0.235 0.987 1.286
H 2.522 -1.231 -0.983
H 1.334 -0.272 -0.834
O 2.029 -0.704 -0.282
```

Atomic partial charges in e from the natural (NBO) method, atoms 1 to 5: C 0.06; O -0.07; H -0.10; H 0.32; H 0.35

---

(5)
Below is a cluster of 2 separate species, CH6O2 in total in a non-equilibrium geometry, with properties calculated with the ωB97M-V functional and the def2-TZVPD basis.

Output
- expectation value of S² = 0.755
- relative energy (zero: lowest compared OMol25 entry of this formula, charge and spin) (kcal/mol) = 12.73
- total charge = +1
- multiplicity = 2
- gap between HOMO and LUMO (spin up / spin down) (eV) = 11.7 / 4.6

```
9
CH6O2 | the OMol25 dataset | the ωB97M-V functional and the def2-TZVPD basis
C 1.363 0.085 0.505
O 0.040 0.174 0.900
H 1.940 -0.346 1.363
H 1.713 1.074 0.222
H 1.514 -0.639 -0.320
H -0.348 -0.742 0.998
H -2.755 -0.041 -1.603
H -1.650 0.232 -0.561
O -1.816 0.202 -1.504
```

Atomic partial charges in e from the natural (NBO) method, atoms 1 to 5: C -0.30; O -0.21; H 0.34; H 0.26; H 0.31

---

(6)
Below is a structure of composition CH6OP4 in a non-equilibrium geometry, with properties calculated with the ωB97M-V functional and the def2-TZVPD basis.

Output
- relative energy (zero: lowest compared OMol25 entry of this formula, charge and spin) (kcal/mol) = 52.01
- multiplicity = 1
- gap between HOMO and LUMO (spin up / spin down) (eV) = 6.1 / 6.0

```
12
CH6OP4 | the OMol25 dataset | the ωB97M-V functional and the def2-TZVPD basis
C 3.305 0.856 1.126
O 4.190 1.601 0.783
P -3.476 -0.725 -1.480
P 1.531 0.848 0.551
P -1.643 -0.581 -0.182
P -1.217 1.414 -0.081
H 3.221 0.216 1.996
H -3.996 -1.932 -0.958
H -3.022 -1.205 -2.705
H 1.313 -0.470 0.755
H 2.008 0.861 -0.841
H -2.212 -0.883 1.035
```

Atomic partial charges in e from the natural (NBO) method, atoms 1 to 5: C 0.20; O -0.49; P 0.04; P 0.25; P -0.08

---

(7)
Below is a cluster of 2 separate species, CH6OS in total in a non-equilibrium geometry, with properties calculated with the ωB97M-V functional and the def2-TZVPD basis.

Output
- expectation value of S² = 0.760
- relative energy (zero: lowest compared OMol25 entry of this formula, charge and spin) (kcal/mol) = 37.39
- total charge = +1
- multiplicity = 2
- gap between HOMO and LUMO (spin up / spin down) (eV) = 12.8 / 4.3

```
9
CH6OS | the OMol25 dataset | the ωB97M-V functional and the def2-TZVPD basis
S -0.669 -0.530 -2.778
H 0.289 0.434 -2.476
H -1.704 0.354 -2.865
C 0.491 0.138 1.694
O -0.386 -0.807 0.874
H 0.064 0.124 2.669
H 0.362 1.251 1.443
H 1.510 -0.239 1.515
H 0.043 -0.725 -0.076
```

Atomic partial charges in e from the natural (NBO) method, atoms 1 to 5: S 0.11; H 0.17; H 0.19; C -0.29; O -0.39

---

(8)
Below is a structure of composition CH6OSi in a non-equilibrium geometry, with properties calculated with the ωB97M-V functional and the def2-TZVPD basis.

Output
- relative energy (zero: lowest compared OMol25 entry of this formula, charge and spin) (kcal/mol) = 53.73
- multiplicity = 1
- gap between HOMO and LUMO (eV) = 10.9

```
9
CH6OSi | the OMol25 dataset | the ωB97M-V functional and the def2-TZVPD basis
C 0.738 1.036 -0.632
O 0.596 -0.286 -0.354
Si -0.474 -1.263 0.426
H -0.159 1.396 -1.240
H 1.742 1.202 -0.956
H 0.509 1.804 0.505
H 0.462 -2.561 0.577
H -1.831 -0.943 -0.136
H -0.966 -1.106 1.799
```

Atomic partial charges in e from the natural (NBO) method, atoms 1 to 5: C -0.19; O -0.90; Si 1.19; H 0.18; H 0.19

---

(9)
Below is an isolated molecule of CH6OSi2 in a non-equilibrium geometry, with properties calculated with the ωB97M-V functional and the def2-TZVPD basis.

Output
- relative energy (zero: lowest compared OMol25 entry of this formula, charge and spin) (kcal/mol) = 78.06
- SMILES = [SiH2]=CO[SiH3]
- multiplicity = 1
- gap between HOMO and LUMO (eV) = 8.2

```
10
CH6OSi2 | the OMol25 dataset | the ωB97M-V functional and the def2-TZVPD basis
Si -2.478 0.072 0.048
C -0.785 0.522 0.339
O 0.387 -0.101 -0.177
Si 1.893 0.252 -0.028
H -3.363 -0.310 -1.073
H -3.290 0.876 0.858
H -0.622 1.051 1.230
H 2.523 -1.068 0.034
H 2.422 0.637 -1.294
H 2.169 0.863 1.255
```

Atomic partial charges in e from the natural (NBO) method, atoms 1 to 5: Si 0.80; C -0.39; O -0.90; Si 1.25; H -0.13

---

(10)
Below is a cluster of 2 separate species, CH6P2S in total in a non-equilibrium geometry, with properties calculated with the ωB97M-V functional and the def2-TZVPD basis.

Output
- relative energy (zero: lowest compared OMol25 entry of this formula, charge and spin) (kcal/mol) = 41.97
- multiplicity = 1
- gap between HOMO and LUMO (spin up / spin down) (eV) = 7.8 / 7.7

```
10
CH6P2S | the OMol25 dataset | the ωB97M-V functional and the def2-TZVPD basis
C 1.890 0.091 -0.213
P -2.919 -0.261 -0.516
P -0.376 1.681 -0.455
S -1.607 0.637 0.881
H 1.447 -0.850 -0.468
H 2.112 0.280 0.815
H 2.505 0.562 -0.955
H -3.928 -0.393 0.434
H -2.481 -1.569 -0.311
H 0.129 2.462 0.588
```

Atomic partial charges in e from the natural (NBO) method, atoms 1 to 5: C -0.61; P 0.22; P 0.25; S -0.34; H 0.19

---

What is the multiplicity in the sixth record? 1

---

Repeat the sixth record exactly.
Below is a structure of composition CH6OP4 in a non-equilibrium geometry, with properties calculated with the ωB97M-V functional and the def2-TZVPD basis.

Output
- relative energy (zero: lowest compared OMol25 entry of this formula, charge and spin) (kcal/mol) = 52.01
- multiplicity = 1
- gap between HOMO and LUMO (spin up / spin down) (eV) = 6.1 / 6.0

```
12
CH6OP4 | the OMol25 dataset | the ωB97M-V functional and the def2-TZVPD basis
C 3.305 0.856 1.126
O 4.190 1.601 0.783
P -3.476 -0.725 -1.480
P 1.531 0.848 0.551
P -1.643 -0.581 -0.182
P -1.217 1.414 -0.081
H 3.221 0.216 1.996
H -3.996 -1.932 -0.958
H -3.022 -1.205 -2.705
H 1.313 -0.470 0.755
H 2.008 0.861 -0.841
H -2.212 -0.883 1.035
```

Atomic partial charges in e from the natural (NBO) method, atoms 1 to 5: C 0.20; O -0.49; P 0.04; P 0.25; P -0.08

---

The lowest relative energy (zero: lowest compared OMol25 entry of this formula, charge and spin) belongs to which entry? CH6O